[1]
The following is a DFT calculation (ωB97M-V with the def2-TZVPD basis set) of C18H22N8RuS as an isolated structure.

```
50
Properties=species:S:1:pos:R:3
Ru -0.616 -0.525 -0.134
N -0.411 -0.969 -2.181
C -0.044 -2.386 -2.471
C 1.076 -2.664 -1.514
N 0.558 -2.322 -0.142
C -0.107 -3.505 0.548
C -1.594 -3.303 0.593
N -1.810 -1.884 1.005
H -1.253 -0.712 -2.694
H 0.336 -0.369 -2.535
H 0.250 -2.480 -3.518
H -0.914 -3.018 -2.299
H 1.939 -2.029 -1.722
H 1.411 -3.700 -1.527
H 1.387 -2.096 0.405
H 0.308 -3.580 1.553
H 0.168 -4.422 0.028
H -2.072 -3.988 1.294
H -2.064 -3.437 -0.381
H -1.600 -1.776 2.000
H -2.801 -1.658 0.928
S 3.879 5.049 2.135
N 3.549 3.638 2.825
C 2.732 2.993 2.005
C 2.167 1.687 2.234
C 2.395 0.920 3.386
C 1.770 -0.314 3.507
C 0.965 -0.770 2.485
N 0.713 -0.044 1.366
C 1.320 1.176 1.247
C 1.007 1.917 0.068
N 0.142 1.310 -0.792
C -0.244 2.002 -1.884
C 0.224 3.274 -2.174
C 1.128 3.879 -1.320
C 1.525 3.194 -0.159
C 2.419 3.728 0.835
N 3.013 4.913 0.792
H 3.054 1.298 4.161
H 1.913 -0.932 4.384
H 0.500 -1.743 2.568
H -0.959 1.537 -2.549
H -0.122 3.773 -3.069
H 1.528 4.866 -1.526
C -4.916 0.731 -1.402
C -3.581 0.285 -1.083
N -2.514 -0.072 -0.825
H -5.540 0.677 -0.505
H -5.335 0.087 -2.181
H -4.878 1.763 -1.762
```

Results
* HOMO energy (alpha / beta): -20.42 / -20.41 eV
* F_max: 0.39 eV/Å
* net charge: +4
* frontier orbital gap (alpha / beta): 4.27 / 4.25 eV
* relative energy (zero: lowest compared OMol25 entry of this formula, charge and spin): 5.6 kJ/mol

=====

[2]
The following is a DFT calculation (ωB97M-V with the def2-TZVPD basis set) of C18H22N9OPd as an isolated structure.

```
51
Properties=species:S:1:pos:R:3
Pd 0.218 0.037 1.099
C 3.503 2.503 0.305
C 2.349 1.690 -0.192
O 2.240 0.477 0.087
N 1.422 2.330 -0.925
C 0.320 1.650 -1.594
C -1.041 1.775 -0.937
C -1.904 2.792 -1.303
C -3.146 2.899 -0.696
C -3.515 1.954 0.246
C -2.616 0.959 0.568
N -1.405 0.867 -0.006
H 4.301 1.833 0.609
H 3.179 3.083 1.173
H 3.857 3.208 -0.445
H 1.542 3.325 -1.067
H 0.592 0.605 -1.668
H 0.247 2.046 -2.606
H -1.593 3.507 -2.055
H -3.811 3.713 -0.947
H -4.472 1.999 0.747
H -2.855 0.211 1.311
N 0.240 1.720 2.176
C -0.066 2.825 1.907
C -0.426 4.101 1.601
C -1.769 4.525 1.819
N -2.874 4.813 1.965
C 0.495 4.880 0.843
N 1.263 5.418 0.171
C 0.490 -1.969 -1.178
N 0.545 -3.362 -1.542
C -0.740 -3.996 -1.231
N -1.043 -3.900 0.203
C -1.106 -2.509 0.573
N 0.200 -1.812 0.292
C 1.287 -2.543 1.044
N 1.336 -3.934 0.672
C 1.601 -4.025 -0.769
C 0.036 -4.553 0.956
H -0.313 -1.475 -1.726
H 1.440 -1.478 -1.380
H -0.697 -5.046 -1.515
H -1.533 -3.510 -1.801
H -1.315 -2.412 1.639
H -1.880 -2.000 -0.001
H 1.075 -2.450 2.112
H 2.231 -2.051 0.810
H 1.646 -5.074 -1.056
H 2.561 -3.558 -0.990
H -0.174 -4.482 2.024
H 0.076 -5.605 0.677
```

Results
* HOMO energy (alpha / beta): -11.65 / -11.65 eV
* F_max: 0.48 eV/Å
* net charge: +1
* frontier orbital gap (alpha / beta): 6.44 / 6.44 eV
* relative energy (zero: lowest compared OMol25 entry of this formula, charge and spin): 38.3 kJ/mol

=====

[3]
The following is a DFT calculation (ωB97M-V with the def2-TZVPD basis set) of an isolated ion of composition C18H22NO5 and charge -1 at a distorted geometry.

```
46
Properties=species:S:1:pos:R:3
C 3.900 -0.557 1.957
C 3.038 0.663 1.826
O 1.758 0.181 1.345
C 0.841 1.176 1.231
C -0.422 0.696 0.460
C -1.394 1.885 0.680
O -1.218 2.949 0.136
C -2.632 1.642 1.550
C -3.702 0.776 0.886
C -3.228 -0.584 0.380
C -2.153 -1.194 1.279
C -0.727 -0.685 1.122
O 1.027 2.275 1.718
H 4.936 -0.256 2.120
H 3.572 -1.149 2.816
H 3.850 -1.192 1.068
H 2.884 1.174 2.784
H 3.442 1.374 1.093
H -2.306 1.231 2.515
H -3.075 2.628 1.739
H -4.489 0.602 1.635
H -4.169 1.329 0.061
H -4.093 -1.265 0.410
H -2.897 -0.528 -0.664
H -2.461 -1.054 2.326
H -2.121 -2.280 1.118
H -0.113 -1.432 0.595
H -0.311 -0.650 2.142
C -0.110 0.681 -0.983
C -1.281 0.908 -1.904
N -1.232 2.111 -2.540
O -2.183 2.614 -3.190
O -0.124 2.743 -2.408
C 0.754 -0.474 -1.475
C 2.138 -0.400 -1.322
C 2.949 -1.467 -1.689
C 2.384 -2.582 -2.321
C 1.010 -2.622 -2.568
C 0.181 -1.582 -2.107
H 0.464 1.614 -1.195
H -1.976 0.135 -2.244
H 2.575 0.522 -0.926
H 4.025 -1.418 -1.491
H 3.018 -3.428 -2.600
H 0.571 -3.463 -3.113
H -0.902 -1.649 -2.255
```

Results
* HOMO energy: -3.23 eV
* F_max: 3.08 eV/Å
* net charge: -1
* frontier orbital gap: 6.01 eV

=====

[4]
The following is a DFT calculation (ωB97M-V with the def2-TZVPD basis set) of C18H23BCoF4IN3O3S3 as an isolated structure at a distorted geometry.

```
57
Properties=species:S:1:pos:R:3
Co 0.644 -0.006 0.274
C -0.471 -2.308 3.974
C -1.612 -2.007 3.030
S -1.169 -1.768 1.286
C -0.405 -3.349 0.804
C 1.103 -3.512 1.043
S 2.111 -2.019 0.715
C 2.937 -1.589 2.291
C 2.293 -1.889 3.633
S 0.767 -0.977 3.985
H 0.028 -3.244 3.735
H -0.858 -2.363 4.996
H -2.097 -1.070 3.309
H -2.352 -2.805 3.082
H -0.617 -3.422 -0.259
H -0.960 -4.144 1.306
H 1.479 -4.261 0.349
H 1.328 -3.844 2.052
H 3.092 -0.513 2.189
H 3.907 -2.085 2.276
H 2.993 -1.557 4.404
H 2.097 -2.946 3.797
F 1.224 -2.851 -1.777
B 0.161 -2.163 -2.347
F -0.235 -1.126 -1.266
F 0.511 -1.449 -3.460
F -0.954 -2.946 -2.499
I -0.296 6.733 5.807
C -0.208 5.054 4.545
C 0.612 3.989 4.889
C 0.680 2.891 4.048
C -0.061 2.861 2.871
C -0.882 3.935 2.540
C -0.960 5.033 3.379
C 0.056 1.709 1.947
O 0.738 0.672 2.271
O -0.480 1.736 0.809
H 1.194 4.017 5.799
H 1.319 2.051 4.289
H -1.454 3.898 1.622
H -1.599 5.867 3.124
C 4.454 2.765 -0.964
N 3.219 2.352 -1.620
C 2.889 2.747 -2.880
C 1.716 2.408 -3.450
C 0.797 1.629 -2.676
N 1.168 1.205 -1.472
C 2.355 1.527 -0.940
O 2.636 1.057 0.178
N -0.429 1.367 -3.098
H 5.099 3.252 -1.690
H 4.955 1.895 -0.547
H 4.237 3.458 -0.152
H 3.626 3.347 -3.395
H 1.471 2.715 -4.455
H -0.670 1.501 -4.063
H -0.990 0.725 -2.560
```

Results
* HOMO energy (alpha / beta): -11.14 / -11.13 eV
* F_max: 1.41 eV/Å
* net charge: +1
* spin multiplicity: 5
* frontier orbital gap (alpha / beta): 8.83 / 4.80 eV
* relative energy (zero: lowest compared OMol25 entry of this formula, charge and spin): 30.2 kJ/mol

=====

[5]
The following is a DFT calculation (ωB97M-V with the def2-TZVPD basis set) of C18H23Br2NO2ReSSbSe4 as an isolated structure.

```
53
Properties=species:S:1:pos:R:3
Re 1.822 0.761 0.405
Br 1.800 -2.217 2.134
C 0.276 -3.294 1.685
Br -1.175 -3.131 2.954
H 0.574 -4.334 1.666
H -0.101 -2.960 0.725
Se 5.407 3.817 0.369
Sb 5.318 1.422 0.371
Se 3.699 0.484 -1.319
Se 3.443 0.893 2.130
Se 7.245 0.050 0.686
O 0.439 1.081 1.984
N -0.018 2.327 2.108
C -0.799 2.575 3.179
C -1.324 3.821 3.387
C -1.038 4.836 2.473
C -0.235 4.561 1.394
C 0.293 3.281 1.206
S 1.366 2.878 -0.121
H -0.952 1.717 3.816
H -1.943 3.994 4.254
H -1.435 5.832 2.617
H 0.028 5.321 0.671
C 1.686 -1.639 -3.403
C 1.178 -2.693 -2.414
C 2.237 -3.062 -1.377
C -0.169 -2.265 -1.863
C -1.289 -2.973 -2.277
C -2.575 -2.579 -1.942
C -2.743 -1.419 -1.214
C -1.657 -0.670 -0.767
C -1.925 0.637 -0.054
C -2.644 1.626 -0.973
C -2.695 0.424 1.249
C -0.356 -1.126 -1.042
O 0.735 -0.510 -0.537
H 2.661 -1.922 -3.802
H 1.796 -0.670 -2.920
H 0.987 -1.527 -4.235
H 0.975 -3.602 -2.991
H 2.590 -2.195 -0.826
H 3.103 -3.500 -1.879
H 1.854 -3.801 -0.670
H -1.139 -3.851 -2.895
H -3.432 -3.153 -2.270
H -3.744 -1.073 -0.985
H -0.963 1.070 0.192
H -3.628 1.255 -1.268
H -2.065 1.804 -1.880
H -2.785 2.584 -0.465
H -3.660 -0.053 1.061
H -2.892 1.381 1.740
H -2.132 -0.212 1.932
```

Results
* HOMO energy (alpha / beta): -4.28 / -4.23 eV
* F_max: 0.49 eV/Å
* net charge: -1
* spin multiplicity: 2
* frontier orbital gap (alpha / beta): 5.70 / 5.64 eV
* relative energy (zero: lowest compared OMol25 entry of this formula, charge and spin): 96.5 kJ/mol

=====

[6]
The following is a DFT calculation (ωB97M-V with the def2-TZVPD basis set) of C18H23CdN5O3 as an isolated structure at a distorted geometry.

```
50
Properties=species:S:1:pos:R:3
C -1.308 -1.724 -3.423
C -1.268 -0.822 -4.646
H -1.257 -2.803 -3.654
H -2.333 -1.572 -2.963
C -1.255 0.503 -4.495
C -0.919 0.957 -3.038
H -1.849 0.892 -2.428
H -0.630 2.008 -3.133
C -1.539 -1.514 -5.938
H -1.325 -2.601 -5.845
H -0.863 -1.050 -6.674
H -2.589 -1.378 -6.269
C -1.660 1.312 -5.724
H -2.661 1.079 -6.140
H -1.021 1.122 -6.596
H -1.655 2.379 -5.569
Cd -0.437 0.065 2.615
O -0.281 -0.342 0.198
C 0.352 0.235 -0.692
O 1.131 1.464 1.995
C 1.654 1.662 0.887
O 2.554 2.615 0.780
N 1.435 1.015 -0.354
C 3.237 2.453 -0.482
C 2.331 1.633 -1.334
H 4.177 1.930 -0.275
H 3.445 3.431 -0.919
H 2.870 0.875 -1.903
H 1.746 2.255 -2.007
C 0.060 0.059 -2.271
C -0.156 -1.466 -2.533
H 1.032 0.225 -2.701
H -0.299 -2.126 -1.658
H 0.748 -1.784 -3.035
N 0.001 0.540 6.981
C -0.013 1.929 6.911
C -0.181 2.243 5.579
N -0.304 1.069 4.859
C -0.161 0.054 5.718
C -0.125 -1.324 5.265
N -0.159 -1.645 3.959
C -0.133 -3.027 3.865
C -0.082 -3.541 5.121
N -0.070 -2.461 5.995
H 0.124 -0.019 7.808
H 0.096 2.571 7.753
H -0.210 3.196 5.075
H -0.157 -3.510 2.891
H -0.062 -4.564 5.447
H -0.030 -2.496 7.001
```

Results
* HOMO energy: -12.83 eV
* F_max: 2.19 eV/Å
* net charge: +2
* frontier orbital gap: 5.94 eV